Formula: C36H103N5O13
Source: the OMol25 dataset
Level of theory: ωB97M-V/def2-TZVPD

Atoms and positions in Å:
C: 7.9249 -0.8903 0.4161
C: 8.6438 -1.6611 1.4618
C: 10.1289 -1.9322 1.1634
O: 8.5939 -0.8602 2.6617
H: 6.8699 -0.7497 0.6511
H: 8.1042 -1.3585 -0.5518
H: 8.4003 0.0681 0.2072
H: 8.1534 -2.6131 1.6652
H: 10.2439 -2.7250 0.4242
H: 10.6127 -2.1825 2.1075
H: 10.6845 -1.0931 0.7446
H: 8.6406 -1.5009 3.3751
C: 0.2074 -2.9112 4.3827
C: -0.1430 -2.9557 5.8637
C: 1.0301 -2.6391 6.8500
O: -1.1832 -2.0350 6.0062
H: 0.6562 -1.9955 3.9977
H: -0.7065 -3.1129 3.8239
H: 0.9261 -3.6990 4.1568
H: -0.5125 -3.9416 6.1458
H: 1.8813 -3.3180 6.7997
H: 0.7108 -2.7467 7.8866
H: 1.3967 -1.6210 6.7188
H: -1.4319 -2.0256 6.9334
C: -0.1613 1.5919 0.8942
C: 0.4164 1.0905 -0.3553
C: 1.9680 1.0452 -0.4130
O: -0.1116 -0.1982 -0.6080
H: 0.0941 2.6272 1.1203
H: 0.2377 0.9895 1.7102
H: -1.2472 1.5732 0.9872
H: 0.0890 1.7858 -1.1283
H: 2.3838 2.0448 -0.5392
H: 2.3664 0.4472 -1.2326
H: 2.3530 0.6078 0.5081
H: -1.0632 -0.0723 -0.6191
C: 2.4742 5.4661 -5.6887
C: 2.9105 4.5851 -4.5634
C: 4.2488 3.9351 -4.8915
O: 3.1632 5.3863 -3.4485
H: 3.3129 6.1131 -5.9458
H: 1.6108 6.0830 -5.4395
H: 2.3430 4.8682 -6.5906
H: 2.1748 3.8201 -4.3153
H: 4.2302 3.2289 -5.7216
H: 4.4652 3.2660 -4.0587
H: 5.1007 4.5940 -5.0596
H: 3.8967 5.9757 -3.6389
C: -0.9825 4.7504 7.1446
C: -1.4386 3.3857 6.5706
C: -1.8095 3.5630 5.0902
O: -2.9810 4.3871 4.9523
C: -3.1323 4.9804 3.6340
N: -0.3954 2.3955 6.8838
H: -0.5090 4.7065 8.1254
H: -1.8297 5.4142 7.3168
H: -0.2434 5.2733 6.5376
H: -2.3282 3.0789 7.1206
H: -2.0588 2.5946 4.6564
H: -0.9568 3.9037 4.5030
H: -3.4350 4.1776 2.9617
H: -2.2543 5.3313 3.0918
H: -3.9159 5.7320 3.5379
H: -0.3159 2.4962 7.8856
H: -0.7772 1.4908 6.6475
C: 3.1747 -4.2582 -0.2603
C: 3.0702 -4.4796 -1.8068
C: 3.3949 -5.9045 -2.2824
O: 4.7309 -6.3473 -1.9031
C: 5.8124 -5.6301 -2.5258
N: 1.7825 -4.0787 -2.3116
H: 4.2067 -4.3579 0.0761
H: 2.6630 -5.0777 0.2443
H: 2.8081 -3.2675 0.0084
H: 3.7839 -3.8125 -2.2902
H: 3.3035 -6.0370 -3.3605
H: 2.7219 -6.6492 -1.8576
H: 6.7614 -5.9925 -2.1307
H: 5.8563 -4.5629 -2.3086
H: 5.8119 -5.7616 -3.6078
H: 1.5130 -3.2227 -1.8482
H: 1.1422 -4.7668 -1.9418
C: -4.6680 -4.5103 -1.9828
C: -3.9025 -3.3604 -1.3471
C: -4.6890 -2.0502 -1.5944
O: -3.9697 -0.9840 -1.0984
C: -4.6057 0.2697 -1.3608
N: -3.7149 -3.6736 0.0784
H: -5.6742 -4.6162 -1.5773
H: -4.2809 -5.4786 -1.6655
H: -4.6225 -4.5518 -3.0711
H: -2.9108 -3.3069 -1.7963
H: -5.6809 -2.1086 -1.1463
H: -4.8228 -1.8940 -2.6648
H: -4.7779 0.3650 -2.4328
H: -3.8626 0.9782 -0.9948
H: -5.5304 0.4849 -0.8252
H: -3.4573 -2.7795 0.4713
H: -4.6437 -3.7984 0.4549
C: 2.0320 -1.1853 -7.0857
C: 1.2089 -2.5223 -7.0673
C: 0.6508 -2.8286 -8.4624
O: -0.2002 -1.7770 -8.9709
C: -0.7343 -2.1502 -10.2319
N: 2.0377 -3.6309 -6.5838
H: 1.4398 -0.3428 -7.4428
H: 2.9588 -1.2405 -7.6569
H: 2.3144 -0.9659 -6.0560
H: 0.4352 -2.3051 -6.3310
H: 0.1436 -3.7933 -8.4455
H: 1.5199 -2.9493 -9.1091
H: -1.6260 -1.5554 -10.4295
H: -1.2137 -3.1117 -10.0481
H: 0.0208 -2.1972 -11.0166
H: 1.8275 -3.5414 -5.6000
H: 1.6455 -4.5372 -6.7957
C: -11.0886 -0.4519 4.8134
C: -10.0598 -0.5861 3.7957
C: -8.5864 -0.4459 4.3042
O: -7.6884 -0.6377 3.2276
C: -6.4944 0.1163 3.2516
N: -10.1992 -1.9396 3.2376
H: -12.0788 -0.3507 4.3692
H: -10.7904 0.4151 5.4029
H: -11.1813 -1.2320 5.5690
H: -10.2206 0.1171 2.9786
H: -8.2371 -0.9631 5.1978
H: -8.4631 0.5905 4.6185
H: -5.7939 -0.2966 2.5257
H: -5.9466 0.0595 4.1922
H: -6.6504 1.1406 2.9131
H: -10.0418 -2.6074 3.9787
H: -9.3784 -2.0004 2.6521
C: 4.1608 5.8904 2.4955
O: 3.2262 6.8676 2.0131
H: 5.1323 6.3423 2.6955
H: 3.9168 5.4569 3.4654
H: 4.3612 5.0497 1.8312
H: 2.6636 6.4613 1.3498
C: -1.9601 0.9809 -5.6165
O: -2.6662 2.2098 -5.4814
H: -1.8175 0.6842 -6.6556
H: -1.0167 1.1778 -5.1073
H: -2.5089 0.1190 -5.2368
H: -3.5202 1.9721 -5.8499
C: -1.3311 5.8928 -1.7415
O: -0.0938 5.8041 -1.0708
H: -1.2841 6.5496 -2.6101
H: -1.7569 4.9084 -1.9354
H: -2.0566 6.3484 -1.0676
H: 0.5908 5.7502 -1.7416
C: 3.5214 1.1988 5.0960
O: 3.3078 2.3986 5.7637
H: 3.9478 0.3809 5.6769
H: 2.5775 0.7529 4.7821
H: 4.1557 1.3674 4.2258
H: 2.4397 2.3488 6.1705

Cartesian forces (eV/Å) of the 3 atoms listed first:
C 0.312 0.228 -1.235
C 1.176 0.649 0.755
C -0.271 -0.117 -0.291

Output
LUMO level   0.2256 eV
Molecular weight   814.2 g mol⁻¹
Net charge   0
E_HOMO   -0.3423 hartree
Energy relative to the best compared isomer or geometry (same formula, charge and spin)   416.1 kJ/mol